Below is C6H19BrCuN5O3 as an isolated structure at a distorted geometry, with properties calculated with ωB97M-V/def2-TZVPD.

Positions of all 35 atoms, in Å:
1 Cu -12.721 3.838 12.236
2 Br -12.532 6.107 13.828
3 C -15.680 3.547 13.623
4 O -14.709 3.206 12.927
5 N -15.788 4.783 14.166
6 N -16.648 2.664 13.977
7 H -16.701 5.107 14.430
8 H -15.097 5.464 13.886
9 H -17.492 2.975 14.414
10 H -16.583 1.728 13.618
11 C -12.607 7.070 18.075
12 O -12.885 7.218 19.256
13 N -13.159 6.108 17.260
14 N -11.757 7.912 17.424
15 H -14.021 5.683 17.546
16 H -12.912 6.083 16.287
17 H -11.322 8.668 17.920
18 H -11.465 7.781 16.473
19 C -11.472 11.637 14.165
20 C -12.281 10.341 14.266
21 C -13.646 10.411 13.499
22 O -14.373 11.479 13.962
23 C -15.201 11.140 15.086
24 N -11.471 9.320 13.634
25 H -11.380 11.912 13.115
26 H -10.553 11.502 14.725
27 H -12.042 12.441 14.639
28 H -12.462 9.958 15.279
29 H -14.096 9.412 13.506
30 H -13.454 10.603 12.439
31 H -15.815 11.996 15.347
32 H -14.534 10.854 15.903
33 H -15.880 10.319 14.851
34 H -12.037 8.448 13.617
35 H -11.371 9.662 12.673

The total energy comes out at -134798.833 eV. The energy above the lowest of the compared OMol25 structures with the same formula, charge and spin is 18.0 kcal per mole. The calculation puts the gap between HOMO and LUMO (alpha / beta) at 0.30097 / 0.14593 hartree. Its expectation value of S² is 0.756. Its spin multiplicity is 2. The net charge is +1.